6 unconnected molecules or ions with the total composition C41H31Cl2F6N2O10, computed with wB97M-V/def2-TZVPD.

Geometry as XYZ:
```
92
Properties=species:S:1:pos:R:3:forces:R:3:lowdin_charge:R:1
C 1.6986 -2.2681 -1.8077 0.080 0.450 -0.202 -0.11
C 0.5992 -1.3189 -2.1486 0.009 -0.089 -0.058 -0.69
Cl 0.6404 -0.6672 -3.7457 -0.036 -0.164 0.013 0.81
C -0.3960 -0.9767 -1.3289 -0.028 0.005 0.102 -0.60
Cl -0.5015 -1.7487 0.2392 -0.036 0.031 -0.126 0.78
C -1.5289 -0.0852 -1.5970 0.191 -0.338 0.101 -0.19
N -2.7980 -0.5308 -1.2675 0.299 0.521 -0.186 0.21
C -3.6963 0.4268 -1.4881 -0.321 -0.859 0.081 -0.23
C -5.1437 0.2712 -1.1997 -0.128 0.503 0.623 -0.07
C -5.9247 1.6028 -1.0776 -0.072 -0.365 -0.349 -0.13
C -6.9052 1.7707 -2.2335 0.202 0.012 0.225 -0.21
F -7.8808 2.6847 -1.8915 0.094 0.084 -0.046 -0.03
N -3.0427 1.4608 -1.9770 0.194 0.275 -0.234 0.23
C -1.6769 1.1889 -2.0535 -0.007 -0.085 0.042 -0.04
C -0.6178 2.1593 -2.5263 -0.311 0.165 0.517 -0.39
F 0.5443 1.8340 -1.9154 -0.032 0.075 -0.129 0.13
F -0.4364 2.0895 -3.8523 -0.198 0.054 -0.162 0.12
C -0.8982 3.6723 -2.1848 0.418 0.128 -0.400 -0.53
F -0.2433 4.4415 -3.0459 -0.060 -0.129 0.231 0.20
F -2.2101 3.9677 -2.2943 -0.001 -0.095 -0.001 0.15
F -0.5014 3.9600 -0.9557 -0.176 -0.136 0.083 0.20
H 1.9461 -2.2082 -0.7504 -0.112 -0.222 -0.107 0.03
H 2.5819 -1.9765 -2.3754 0.024 -0.122 -0.003 0.08
H 1.4308 -3.2850 -2.0975 -0.034 -0.024 0.080 0.11
H -2.9742 -1.4405 -0.8669 -0.124 0.053 0.074 0.17
H -5.2015 -0.2327 -0.2323 0.102 -0.089 -0.043 0.13
H -5.5893 -0.4032 -1.9304 0.109 0.054 -0.161 0.11
H -5.2423 2.4516 -1.0254 -0.098 0.097 0.119 0.11
H -6.4920 1.5944 -0.1493 -0.004 0.033 0.006 0.13
H -6.3898 2.1345 -3.1256 -0.141 -0.046 -0.103 0.11
H -7.3973 0.8208 -2.4517 -0.034 0.024 -0.062 0.13
H -3.4829 2.3246 -2.2507 0.038 0.056 0.025 0.16
C -0.7097 1.3010 1.7100 0.071 0.007 0.193 -0.02
C 0.4570 1.3413 2.3415 0.009 0.036 0.007 0.03
C 0.5437 1.0408 3.7955 0.031 -0.009 0.053 -0.37
O 1.6063 1.0754 4.3732 -0.037 -0.017 -0.019 0.13
C -0.7194 0.6945 4.5006 -0.004 0.012 -0.040 0.04
C -1.8840 0.6523 3.8557 -0.032 0.046 -0.081 0.02
C -1.9638 0.9496 2.4100 -0.018 -0.013 -0.011 -0.38
O -3.0148 0.9025 1.7913 -0.024 -0.081 -0.072 0.07
H -0.8107 1.5080 0.6608 0.023 0.111 -0.312 0.09
H 1.3859 1.5894 1.8426 0.009 0.005 0.039 0.12
H -0.6393 0.4751 5.5570 -0.009 -0.029 -0.005 0.12
H -2.8085 0.3979 4.3548 0.010 -0.007 0.024 0.11
C 5.7655 -2.0928 1.2995 0.031 -0.001 0.007 0.03
C 6.8206 -1.3041 1.4849 -0.014 -0.032 0.003 0.04
C 6.7630 0.1433 1.1614 0.054 -0.065 -0.004 -0.36
O 7.7238 0.8624 1.3244 -0.179 0.066 0.024 0.10
C 5.4868 0.6801 0.6218 -0.043 0.021 -0.009 0.03
C 4.4346 -0.1113 0.4386 0.010 0.023 0.005 0.02
C 4.4929 -1.5571 0.7652 -0.019 -0.046 0.036 -0.37
O 3.5259 -2.2757 0.5981 0.147 0.068 0.168 0.07
H 5.7824 -3.1509 1.5262 -0.021 -0.002 -0.009 0.13
H 7.7629 -1.6715 1.8705 0.018 0.023 -0.020 0.13
H 5.4709 1.7380 0.3926 0.032 0.002 0.008 0.13
H 3.4932 0.2549 0.0462 -0.008 -0.018 -0.001 0.11
C -5.6765 0.8425 -5.7816 0.018 -0.005 0.009 0.01
C -6.3423 1.0025 -6.9217 0.013 0.028 0.037 0.04
C -6.8374 -0.1696 -7.6943 -0.011 -0.010 -0.025 -0.37
O -7.4400 -0.0248 -8.7307 0.002 0.006 0.009 0.14
C -6.5569 -1.5203 -7.1410 0.012 -0.023 0.030 0.04
C -5.8902 -1.6733 -5.9999 -0.024 -0.012 -0.006 0.02
C -5.4042 -0.5051 -5.2331 0.036 -0.116 -0.075 -0.37
O -4.7957 -0.6557 -4.1854 -0.015 0.191 0.085 0.06
H -5.3018 1.6824 -5.2100 0.023 -0.003 -0.010 0.11
H -6.5533 1.9772 -7.3428 -0.012 -0.013 -0.024 0.13
H -6.9237 -2.3591 -7.7185 -0.008 0.016 -0.019 0.13
H -5.6737 -2.6469 -5.5790 0.013 0.010 0.015 0.12
C -4.1927 -4.2096 6.8307 0.038 0.011 -0.011 0.03
C -3.2256 -3.3256 6.6013 -0.007 -0.029 0.002 0.02
C -3.5169 -1.8747 6.5139 0.018 -0.015 0.058 -0.37
O -2.6329 -1.0686 6.2987 -0.042 -0.009 -0.024 0.08
C -4.9232 -1.4414 6.6964 -0.026 -0.002 -0.010 0.02
C -5.8918 -2.3235 6.9261 0.014 0.041 -0.012 0.03
C -5.6037 -3.7793 7.0110 -0.013 -0.022 0.016 -0.38
O -6.4842 -4.5826 7.2175 0.001 0.007 -0.019 0.12
H -4.0057 -5.2736 6.8983 -0.027 -0.004 0.012 0.13
H -2.1909 -3.6152 6.4686 0.008 0.026 0.007 0.12
H -5.1091 -0.3765 6.6332 0.023 0.005 0.011 0.12
H -6.9254 -2.0321 7.0627 -0.007 -0.028 0.013 0.13
C 13.6085 0.9528 0.0217 -0.010 -0.038 -0.013 0.02
C 12.9309 -0.1642 -0.2286 0.026 0.012 -0.007 0.02
C 11.5083 -0.3024 0.1705 -0.001 -0.017 -0.002 -0.38
O 10.8864 -1.3212 -0.0544 -0.005 0.005 0.005 0.09
C 10.8683 0.8465 0.8560 0.055 -0.010 0.003 0.02
C 11.5469 1.9632 1.1063 -0.015 -0.031 -0.013 0.03
C 12.9700 2.1061 0.7084 0.009 0.021 0.006 -0.39
O 13.5890 3.1231 0.9327 -0.003 -0.007 -0.005 0.11
H 14.6467 1.0794 -0.2579 0.000 0.027 0.012 0.12
H 13.3751 -1.0162 -0.7274 -0.021 -0.012 0.004 0.12
H 9.8307 0.7140 1.1315 0.069 0.035 0.009 0.08
H 11.1020 2.8147 1.6056 0.022 0.012 -0.001 0.12
```
Forces are in eV/Å.

## Properties
E_HOMO, eV: -11.15
Kohn-Sham gap, eV: 7.133
Net charge: +1
Molecular weight, g mol⁻¹: 896.60
LUMO, Ha: -0.148